No. 1
Molecular formula: C5H11O
Method: DFT, the ωB97M-V functional and the def2-TZVPD basis

**Relative energy (zero: lowest compared OMol25 entry of this formula, charge and spin)**: 0.869 eV
**Expectation value of S²**: 0.754
**Gap between HOMO and LUMO (alpha / beta)**: 0.42300 / 0.31613 hartree
**2S+1**: 2
**Total charge**: 0

Last column: Löwdin spin population.
Positions of all 17 atoms, in Å:
C -0.283 1.748 0.140  0.110
O 0.399 2.705 0.806  0.794
C -0.680 0.476 0.940  -0.001
C 0.236 -0.730 0.541  0.003
C 0.219 -1.111 -0.964  0.002
C 0.093 -2.624 -1.177  0.000
H 0.201 1.349 -0.764  0.034
H -1.159 2.238 -0.316  0.055
H -0.343 0.550 1.982  -0.001
H -1.732 0.202 0.949  0.000
H 1.216 -0.505 0.952  0.000
H -0.149 -1.646 0.998  0.000
H -0.610 -0.609 -1.463  0.000
H 1.156 -0.840 -1.459  0.001
H -0.787 -2.966 -0.617  0.000
H -0.034 -2.911 -2.219  0.000
H 0.961 -3.165 -0.807  0.000

=====

No. 2
Molecular formula: C21H36N2O3SeZn
Method: DFT, the ωB97M-V functional and the def2-TZVPD basis

**Gap between HOMO and LUMO**: 0.31845 hartree
**Total charge**: +2

Last column: natural (NBO) charge in e.
Positions of all 64 atoms, in Å:
Zn 0.836 -1.489 1.695  1.520
C -0.758 0.347 3.997  -0.246
O 0.315 0.131 3.020  -0.653
C 1.273 1.214 3.098  -0.091
C 2.629 0.598 3.322  -0.088
O 2.657 -0.555 2.454  -0.636
C 3.658 -1.577 2.815  -0.078
C 3.057 -2.920 2.306  -0.104
O 1.731 -2.960 2.697  -0.664
C 1.305 -4.262 3.269  -0.260
H -1.519 -0.392 3.892  0.208
H -1.182 1.278 3.950  0.199
H -0.333 0.199 5.012  0.202
H 1.081 1.887 3.930  0.225
H 1.201 1.751 2.179  0.202
H 2.756 0.357 4.389  0.206
H 3.400 1.327 3.046  0.220
H 3.807 -1.703 3.902  0.208
H 4.558 -1.327 2.344  0.217
H 3.551 -3.813 2.645  0.231
H 3.105 -2.961 1.244  0.192
H 0.240 -4.381 3.320  0.221
H 1.628 -4.209 4.320  0.216
H 1.657 -5.126 2.725  0.220
C -3.730 -2.112 0.794  -0.615
C -3.713 -1.097 -0.398  -0.407
C -3.584 0.313 0.168  -0.425
C -2.222 0.676 0.745  -0.206
N -1.119 0.936 -0.209  -0.345
C -0.326 0.061 -0.811  0.283
Se -0.208 -1.752 -0.387  -0.302
N 0.352 0.660 -1.838  -0.348
C 1.361 -0.018 -2.697  -0.220
C 0.753 -0.802 -3.877  -0.414
C 0.176 0.084 -5.091  -0.410
C 1.233 1.042 -5.711  -0.612
C -0.080 1.987 -1.923  0.179
C 0.319 3.007 -2.807  -0.228
C -0.433 4.190 -2.746  -0.164
C -1.342 4.399 -1.713  -0.180
C -1.637 3.379 -0.809  -0.212
C -0.991 2.155 -0.922  0.072
H -3.800 -3.171 0.543  0.233
H -4.630 -2.007 1.372  0.224
H -2.898 -1.958 1.442  0.172
H -4.686 -1.194 -0.903  0.241
H -2.936 -1.319 -1.137  0.199
H -4.248 0.526 0.963  0.233
H -3.853 1.131 -0.522  0.227
H -1.846 -0.176 1.298  0.210
H -2.182 1.623 1.317  0.224
H 1.813 -0.727 -2.068  0.222
H 2.121 0.770 -3.002  0.237
H -0.055 -1.508 -3.559  0.220
H 1.619 -1.366 -4.276  0.229
H -0.703 0.645 -4.740  0.198
H -0.295 -0.533 -5.896  0.236
H 1.802 1.655 -4.912  0.171
H 0.783 1.822 -6.301  0.233
H 2.004 0.475 -6.287  0.227
H 1.134 2.917 -3.490  0.242
H -0.248 4.981 -3.408  0.238
H -1.928 5.297 -1.632  0.242
H -2.432 3.593 -0.143  0.232

=====

No. 3
Molecular formula: C4H11NO2
Method: DFT, the ωB97M-V functional and the def2-TZVPD basis

**Relative energy (zero: lowest compared OMol25 entry of this formula, charge and spin)**: 2.495 eV
**Gap between HOMO and LUMO**: 0.38251 hartree
**SMILES string**: C[C@H](N)CC=O.O
**Total charge**: 0

Last column: natural (NBO) charge in e.
Positions of all 18 atoms, in Å:
C -0.651 -0.255 -0.721  -0.604
C 0.804 -0.525 -0.187  -0.017
C 1.816 0.159 -1.284  -0.508
C 3.209 0.302 -0.612  0.441
O 4.121 -0.470 -0.516  -0.513
N 0.724 -0.005 1.167  -0.834
H -0.747 -0.588 -1.723  0.200
H -1.343 -0.731 -0.097  0.205
H -0.791 0.818 -0.640  0.205
H 0.944 -1.671 -0.431  0.167
H 1.814 -0.403 -2.172  0.229
H 1.275 1.228 -1.456  0.213
H 3.324 1.276 -0.220  0.096
H 1.677 -0.238 1.567  0.351
H 0.124 -0.517 1.774  0.370
H -5.969 0.782 1.329  0.466
H -5.198 0.538 2.591  0.465
O -5.135 0.301 1.631  -0.930